[1]
Density functional theory data (ωB97M-V/def2-TZVPD) for a molecular structure, C23H53O5P3Pb.

```
85
Properties=species:S:1:pos:R:3:forces:R:3
Pb 0.14942 -0.93391 0.03883 -0.408 1.140 0.141
C 0.39346 -2.60847 -2.07438 -0.932 -2.699 -2.616
O 0.21660 -3.39050 -2.89100 0.743 2.634 2.663
C 0.50204 -2.65874 2.33518 0.371 -1.725 4.661
O 0.58065 -3.08913 3.40580 -0.328 1.749 -4.617
P 2.91698 -0.32808 0.09538 3.945 0.355 -0.602
C 3.61317 0.59060 1.53503 -1.524 0.346 0.905
H 4.71091 0.57301 1.39575 -0.419 -0.347 -0.388
C 3.96445 -1.88292 0.05736 -1.508 -1.158 0.103
H 3.44444 -2.50640 0.81472 0.185 -0.053 -0.359
C 3.29808 0.73178 -1.38042 -1.871 0.314 -0.300
H 2.68892 1.63508 -1.17310 0.244 -0.238 -0.032
C -3.49495 -0.49744 -1.13672 1.643 0.852 -0.625
P -2.70063 -1.06958 0.44670 -3.596 -1.224 -0.630
H -4.57730 -0.73162 1.87548 0.513 -0.254 -0.402
H -3.24673 0.58310 -1.14289 -0.198 -0.337 -0.035
C -3.31769 -2.82761 0.64460 1.367 -0.683 0.408
H -4.33226 -2.79090 0.20409 0.347 0.419 -0.034
C 3.89245 -2.58164 -1.30798 0.054 -0.271 -0.119
H 4.52973 -2.08528 -2.06046 -0.333 -0.211 0.358
H 2.86295 -2.65566 -1.69492 0.400 0.023 0.028
H 4.27041 -3.60928 -1.18067 -0.135 0.376 -0.114
C 5.41483 -1.74471 0.53962 0.344 0.882 0.347
H 5.95900 -2.65925 0.25289 -0.316 0.259 0.030
H 5.48835 -1.64231 1.63547 0.009 0.003 -0.506
H 5.90440 -0.88617 0.05658 0.062 -0.413 0.229
C 4.76957 1.14550 -1.47488 0.690 -0.254 0.480
H 5.14726 1.62952 -0.56272 -0.094 -0.130 -0.345
H 4.86126 1.87591 -2.29419 -0.203 -0.214 0.182
H 5.41877 0.29143 -1.72006 -0.224 0.311 0.038
C 2.78248 0.12735 -2.69841 0.150 0.187 -0.275
H 2.48075 0.96183 -3.35031 0.159 -0.441 0.102
H 1.90364 -0.52524 -2.56776 0.211 0.226 -0.110
H 3.58116 -0.44787 -3.18845 -0.421 0.169 0.065
C 3.12686 2.04487 1.56299 0.077 0.294 0.009
H 3.64057 2.66974 0.81806 -0.204 -0.167 0.252
H 3.33808 2.45732 2.56025 -0.016 -0.030 -0.316
H 2.04112 2.13174 1.39471 0.267 -0.068 0.094
C 3.25098 -0.14476 2.83496 0.224 0.008 0.172
H 2.18097 -0.03027 3.06693 0.212 -0.043 -0.041
H 3.80864 0.31979 3.66066 -0.176 -0.211 -0.163
H 3.52034 -1.20980 2.80436 -0.099 0.261 0.121
C -5.01921 -0.66001 -1.16534 -0.562 -0.326 0.461
H -5.50602 -0.39001 -0.22064 0.011 -0.073 -0.337
H -5.30951 -1.68921 -1.42676 0.138 0.321 0.091
H -5.41607 0.00376 -1.95117 0.239 -0.166 0.264
C -2.87154 -1.13852 -2.38227 -0.324 0.020 -0.123
H -3.21299 -2.17871 -2.49203 0.182 0.386 -0.133
C -2.85490 -0.20187 3.09781 -0.032 -0.091 0.389
H -1.77282 -1.11495 -2.37071 -0.073 0.066 -0.087
H -3.20836 -0.56433 -3.26052 0.171 -0.337 0.217
C -3.94673 1.28433 1.37639 -0.129 0.202 -0.151
H -2.17630 0.66185 3.18826 -0.203 -0.308 -0.133
H -3.56618 -0.14122 3.93556 0.272 0.002 -0.223
H -2.28557 -1.13303 3.21938 -0.113 0.251 0.152
C -3.63249 -0.16277 1.77053 1.251 1.286 0.678
H -4.20115 1.84359 2.28782 -0.057 -0.170 -0.252
H -4.79062 1.34121 0.67811 0.244 0.142 0.242
H -3.08840 1.79469 0.91229 -0.229 -0.171 0.214
C -3.42738 -3.27399 2.10873 -0.093 0.073 0.047
H -2.44741 -3.29811 2.60886 -0.294 -0.038 -0.123
H -3.81956 -4.30107 2.11541 0.047 0.287 0.039
H -4.11327 -2.63971 2.68554 0.225 -0.354 -0.061
C -2.45835 -3.82202 -0.15079 -0.211 -0.092 -0.252
H -2.37775 -3.54825 -1.21154 -0.015 -0.216 0.284
H -2.93738 -4.81186 -0.08814 0.269 0.268 -0.117
H -1.44593 -3.92591 0.27339 -0.230 0.026 0.027
H -0.11703 1.86825 3.47226 0.317 0.288 -0.017
H 0.43186 2.38811 3.45182 -0.314 -0.304 0.018
C 0.42382 4.26333 0.41080 0.352 0.629 0.878
O 0.50009 3.29145 -0.64800 -1.211 -1.655 0.028
P -0.55108 2.03798 -0.83364 0.144 3.076 -2.788
O -2.02047 2.76635 -1.13091 2.075 -2.062 0.586
C -2.42808 4.10299 -0.78532 -0.582 1.002 0.340
O -0.03703 1.61009 -2.33991 -0.639 -0.716 2.822
C -0.63136 2.06610 -3.54621 -0.239 0.410 -1.630
H 1.45074 4.61415 0.58002 -0.356 -0.155 -0.010
H 0.03510 3.81613 1.34236 0.123 0.197 -0.324
H -0.18545 5.13721 0.13624 0.233 -0.507 -0.065
H -2.31436 4.29479 0.28914 -0.126 -0.168 -0.289
H -1.89924 4.87969 -1.34227 0.226 -0.384 -0.087
H -3.48268 4.18996 -1.06247 0.197 -0.213 0.127
H -1.66372 1.71387 -3.66681 0.310 0.042 0.176
H -0.60593 3.15344 -3.66890 0.042 -0.156 0.349
H -0.00346 1.64120 -4.33346 -0.251 0.049 0.016
```
Forces are in eV/Å.

- Lowest unoccupied orbital energy (alpha / beta): -16.24 / -16.24 eV
- E_HOMO (alpha / beta): -0.772 / -0.772 hartree
- Net charge: +4
- Orbital gap (alpha / beta): 4.78 / 4.78 eV
- Spin multiplicity: 1

=====

[2]
Density functional theory data (ωB97M-V/def2-TZVPD) for 2 unconnected molecules or ions with the total composition H4O2.

```
6
Properties=species:S:1:pos:R:3:forces:R:3
O -1.65660 -0.07335 -0.38142 0.225 0.598 1.061
H -1.52356 0.81940 0.02880 -0.202 -1.328 -0.468
H -1.69080 -0.71550 0.35670 -0.065 0.691 -0.532
O 1.68638 -0.12418 -0.37298 1.150 1.045 0.388
H 2.19147 0.52948 0.16901 -0.631 -0.860 -0.675
H 0.99311 -0.43585 0.19991 -0.478 -0.146 0.225
```
Forces are in eV/Å.

- SMILES: O.O
- Lowest unoccupied orbital energy: 0.61 eV
- E_HOMO: -0.418 hartree
- Net charge: 0
- Orbital gap: 11.99 eV
- Spin multiplicity: 1
- Relative energy (zero: lowest compared OMol25 entry of this formula, charge and spin): 27.0 kJ/mol

=====

[3]
Density functional theory data (ωB97M-V/def2-TZVPD) for a single C3H5N3 molecule.

```
11
Properties=species:S:1:pos:R:3:forces:R:3
N 1.11099 1.05314 -1.66780 0.748 0.578 -0.164
C 0.46052 0.27130 -0.82956 -0.335 -1.114 0.046
C 0.49244 0.33072 0.69123 0.027 0.121 -0.119
N -0.67973 -0.23574 1.31040 -0.242 -0.166 0.150
C -1.46574 -0.90115 0.60378 -0.285 -0.059 -0.271
N -0.12617 -0.71163 -1.44902 0.339 0.475 -0.252
H 1.93175 1.44338 -1.18535 -0.215 0.100 -0.122
H 1.36610 -0.20738 1.07672 -0.072 0.080 -0.113
H 0.59153 1.37723 0.99101 0.010 -0.055 0.033
H -2.37238 -1.37306 0.98343 0.135 0.112 0.211
H -1.30930 -1.04682 -0.52483 -0.111 -0.073 0.602
```
Forces are in eV/Å.

- Lowest unoccupied orbital energy (alpha / beta): -1.71 / -0.98 eV
- E_HOMO (alpha / beta): -0.333 / -0.361 hartree
- Net charge: 0
- Orbital gap (alpha / beta): 7.36 / 8.83 eV
- Spin multiplicity: 1
- Relative energy (zero: lowest compared OMol25 entry of this formula, charge and spin): 496.3 kJ/mol

=====

[4]
Density functional theory data (ωB97M-V/def2-TZVPD) for a molecular structure, C35H75CrNO25.

```
137
Properties=species:S:1:pos:R:3:forces:R:3
Cr -0.25997 0.90315 3.36377 0.241 -0.859 -2.814
N -0.02452 3.67039 1.03135 0.385 0.227 -0.167
H 0.20895 2.65747 0.94227 -0.183 -0.023 0.481
H 0.84527 4.22028 1.00542 0.207 -0.128 -0.230
H -0.41947 3.86057 1.94624 -0.329 -0.081 -0.096
H -0.66343 3.92473 0.26004 -0.213 0.140 0.103
C 0.58346 1.15446 -0.98635 0.188 -1.055 0.927
C -0.23667 0.40149 0.05170 -1.073 -0.889 0.335
C -0.00090 -1.09294 -0.04238 -0.259 -1.272 -0.108
O -0.00116 0.88585 1.36489 0.362 0.852 1.888
H 0.26174 2.18568 -1.09104 0.318 -0.145 -0.251
H 0.52845 0.54628 -1.88777 -0.047 0.583 -0.389
H 1.62601 1.08026 -0.66312 0.024 0.237 -0.110
H -1.31192 0.50198 -0.17317 0.100 0.360 -0.078
H 1.02605 -1.41517 0.14214 0.054 0.204 -0.109
H -0.32995 -1.54140 -0.98954 0.438 0.568 -0.350
H -0.64007 -1.70089 0.60830 0.209 0.530 0.570
C 4.27784 2.72123 -1.34055 -0.297 -0.402 0.345
C 3.45330 3.36002 -0.23696 0.254 0.412 -1.105
O 4.20468 3.44991 0.98511 0.266 -0.529 0.033
C 3.57475 3.99086 1.99715 -0.329 0.263 -0.021
O 2.42299 4.39418 1.96232 -0.089 0.078 0.320
O 4.36045 4.02211 3.04975 0.547 -0.164 -0.031
C 3.89128 4.64292 4.24832 -0.388 0.027 -0.092
H 4.78140 1.80507 -1.02844 0.183 0.179 0.206
H 4.98549 3.43344 -1.75322 0.120 -0.156 -0.090
H 3.57410 2.38254 -2.10330 0.074 0.310 -0.226
H 2.51587 2.81875 -0.12183 0.101 0.063 0.487
H 3.23348 4.37608 -0.55835 -0.324 -0.008 0.173
H 2.87932 4.28977 4.44917 0.045 0.082 0.194
H 3.88631 5.72671 4.15175 -0.012 -0.004 -0.105
H 4.58855 4.35454 5.02684 -0.016 -0.077 -0.001
C 4.46851 -0.54211 0.95333 0.015 0.140 0.187
C 3.32849 -0.02306 1.79274 -0.906 -0.305 -1.118
O 3.64426 -0.12769 3.18930 0.205 0.356 0.365
C 2.89357 0.49068 4.05577 0.931 -0.622 -0.441
O 1.80372 1.00221 3.77455 -1.369 0.333 0.407
O 3.47577 0.49410 5.22002 -0.254 0.204 0.163
C 2.77335 1.08170 6.33898 -0.261 0.444 -0.535
H 4.19488 -0.40223 -0.09330 0.025 -0.011 -0.025
H 4.64263 -1.60490 1.11253 0.050 0.018 0.096
H 5.38247 0.01729 1.14924 0.034 -0.059 -0.021
H 2.41922 -0.59904 1.58958 0.102 -0.095 0.252
H 3.04975 0.99503 1.50899 0.317 0.161 0.403
H 2.00080 0.38783 6.65986 0.121 -0.005 0.305
H 2.32371 2.02501 6.02431 -0.041 -0.080 0.009
H 3.51492 1.31127 7.09326 0.039 -0.384 0.097
C -5.76277 -7.08818 0.87283 -0.521 0.247 -0.280
C -4.51237 -7.92508 0.80729 -0.108 -0.518 0.411
O -3.37395 -7.09831 0.53285 0.268 0.348 -0.251
C -2.83192 -6.42169 1.54139 -0.592 -0.469 0.204
O -2.97391 -6.66531 2.71117 0.141 0.227 0.022
O -2.13142 -5.40842 1.03213 -0.143 0.148 0.054
C -1.41867 -4.60274 1.97786 0.276 -0.677 -0.584
H -5.67597 -6.30299 1.62559 0.094 -0.082 0.076
H -6.63876 -7.68583 1.13015 0.150 -0.143 0.092
H -6.00395 -6.61066 -0.07946 0.218 -0.021 -0.035
H -4.50878 -8.66581 0.01048 -0.165 0.177 -0.155
H -4.39086 -8.48486 1.73599 0.276 0.219 0.066
H -0.51348 -5.14347 2.25478 0.032 0.178 0.134
H -2.00223 -4.38728 2.87152 -0.149 0.146 -0.154
H -1.15323 -3.74921 1.35628 0.107 0.283 0.464
C -4.18123 -2.03925 0.57694 0.121 0.743 -0.429
C -3.31903 -1.10332 1.42016 -0.188 -0.755 0.055
O -3.92737 -0.93398 2.73790 0.315 0.324 -0.271
C -3.35055 -0.10934 3.55369 -0.878 -0.218 0.809
O -2.31647 0.53727 3.33663 1.075 0.217 0.041
O -4.05180 -0.02830 4.66067 0.289 -0.013 -0.362
C -3.69613 0.93102 5.66183 -0.171 0.323 0.451
H -3.47288 -2.77081 0.19462 -0.539 -0.491 -0.095
H -4.63220 -1.53177 -0.27739 0.105 0.103 0.031
H -5.01990 -2.46896 1.11838 0.310 -0.287 0.252
H -3.14710 -0.11813 0.99404 0.019 -0.020 -0.017
H -2.38628 -1.64494 1.56294 0.205 0.514 0.314
H -3.14889 0.46301 6.47906 0.142 -0.168 -0.217
H -4.63292 1.29486 6.07635 -0.018 -0.010 -0.124
H -3.14333 1.76534 5.23788 0.017 -0.039 -0.034
C -3.23815 1.37027 -2.34707 -0.497 -0.187 -0.392
C -3.62395 2.13746 -1.10587 -0.230 -0.084 0.452
O -3.93938 3.49698 -1.44399 -0.225 -0.372 0.050
C -2.98185 4.39504 -1.38720 -0.048 1.162 0.066
O -1.82879 4.20386 -1.03118 -1.236 -0.508 2.233
O -3.46537 5.54760 -1.78044 -1.030 -0.763 -0.024
C -2.64133 6.69306 -1.85460 0.448 0.644 0.431
H -2.47968 1.88806 -2.93335 -0.028 -0.417 0.351
H -4.10675 1.28154 -3.00355 -0.076 0.157 0.074
H -2.96757 0.33611 -2.12768 0.341 0.099 0.134
H -2.90458 2.12511 -0.28291 0.393 0.061 -0.327
H -4.53520 1.73597 -0.65983 -0.144 0.082 -0.250
H -2.81625 7.37549 -1.02140 -0.651 -0.060 0.034
H -2.81338 7.20973 -2.79277 -0.332 -0.103 -0.076
H -1.57768 6.45437 -1.79116 -2.819 0.158 -0.077
C -1.34890 -7.61427 -2.00137 -0.493 -0.275 -1.173
C -0.11636 -6.76736 -2.19506 -0.344 -0.083 -0.190
O 0.22096 -6.22677 -0.90822 0.155 -0.172 0.771
C 1.22629 -5.37741 -0.82668 0.067 0.324 -1.618
O 1.86911 -4.95919 -1.76205 0.161 -0.003 0.428
O 1.35297 -5.00254 0.43500 -0.785 -0.238 1.274
C 2.35297 -4.13129 0.86595 1.602 0.728 -0.490
H -1.21489 -8.42904 -1.29462 -0.043 0.291 0.360
H -1.59815 -8.11335 -2.94659 0.402 0.029 -0.072
H -2.24706 -7.02127 -1.84002 0.169 0.047 0.705
H -0.30772 -5.93130 -2.86696 0.089 -0.061 -0.120
H 0.69974 -7.37087 -2.58992 0.207 0.172 0.132
H 2.04983 -3.57648 1.75218 -0.452 -0.309 0.055
H 2.66045 -3.39495 0.11593 -0.391 -0.114 -0.251
H 3.27968 -4.66088 1.10165 -0.191 -0.254 0.113
C 1.50514 8.29214 -1.67815 0.326 -0.216 -0.639
C 0.61111 7.31608 -0.93256 0.673 1.220 0.218
O -0.17077 6.56254 -1.86131 3.302 0.015 -0.045
C 0.10192 5.28286 -2.02976 0.408 -0.825 -1.144
O 0.99207 4.65290 -1.50836 -0.186 0.017 0.279
O -0.77485 4.79925 -2.91102 1.453 0.668 -1.389
C -0.67433 3.41569 -3.17839 0.453 -1.237 -0.136
H 1.91112 9.06200 -1.02393 0.074 -0.199 0.173
H 1.00500 8.81992 -2.49161 -0.393 -0.090 0.198
H 2.31811 7.75010 -2.16816 0.124 0.085 0.208
H -0.07523 7.89550 -0.31448 -0.302 -0.310 -0.012
H 1.21416 6.66745 -0.30035 -0.157 -0.172 -0.041
H -0.87978 2.83782 -2.27349 0.023 0.367 -0.528
H 0.29752 3.07615 -3.54257 0.158 0.522 -0.040
H -1.40679 3.14254 -3.93332 -0.074 0.507 -0.087
C 4.10859 -4.11614 -4.87314 -0.175 -0.407 0.570
C 3.51476 -2.96681 -4.07412 0.919 -0.406 -0.409
O 2.17030 -2.77409 -4.50775 -0.577 -0.181 0.002
C 1.58880 -1.60950 -4.29186 0.833 -0.016 -0.065
O 2.15801 -0.58395 -3.99452 -0.493 0.067 0.208
O 0.27766 -1.76281 -4.48597 -0.155 0.010 -0.093
C -0.47233 -0.56257 -4.57471 -0.861 -0.078 0.112
H 3.97560 -3.96680 -5.94165 0.157 0.091 -0.031
H 3.67694 -5.08073 -4.59977 -0.252 0.127 -0.048
H 5.16437 -4.20508 -4.61225 0.063 0.174 -0.244
H 4.14208 -2.09872 -4.27558 -0.403 0.323 0.164
H 3.50649 -3.20017 -3.00949 -0.047 0.095 0.031
H -1.52169 -0.84427 -4.67279 0.130 -0.322 -0.149
H -0.21114 0.00384 -5.46576 0.280 0.235 0.220
H -0.43113 0.00187 -3.64355 0.431 0.283 -0.185
```
Forces are in eV/Å.

- Lowest unoccupied orbital energy (alpha / beta): -6.79 / -6.66 eV
- E_HOMO (alpha / beta): -0.514 / -0.514 hartree
- Net charge: +2
- Orbital gap (alpha / beta): 7.20 / 7.32 eV
- Spin multiplicity: 5
- Relative energy (zero: lowest compared OMol25 entry of this formula, charge and spin): 0.0 kJ/mol

=====

In hartree/bohr, the max |F| values for the records above are, in order, 0.09691, 0.03116, 0.02264, 0.06422.